An isolated molecule of C2H3N3O2, computed with ωB97M-V/def2-TZVPD.

Properties
* structure (SMILES): Cn1nnoc1=O
* HOMO: -10.42 eV
* energy above the lowest of the compared OMol25 structures with the same formula, charge and spin: 72.5 kcal per mole
* E_tot: -10685.314 eV

```
10
C2H3N3O2 | the OMol25 dataset | ωB97M-V/def2-TZVPD
C 0.5711 0.4492 -1.1873
H 1.0640 -0.4846 -1.4881
N -0.2040 -0.0057 -0.0581
C 0.2795 -0.6370 1.0856
O -0.7337 -0.4594 1.9011
H -0.1947 0.8048 -1.8114
N -1.5197 0.3206 0.1075
N -1.8676 0.0573 1.2812
O 1.3497 -1.2222 1.0075
H 1.2554 1.1771 -0.8381
```


A structure of composition C2H3N3O2, computed with ωB97M-V/def2-TZVPD.

Properties
* HOMO: -9.93 eV
* energy above the lowest of the compared OMol25 structures with the same formula, charge and spin: 209.7 kcal per mole
* E_tot: -10679.362 eV

```
10
C2H3N3O2 | the OMol25 dataset | ωB97M-V/def2-TZVPD
O 0.7895 -0.8046 -0.4491
H -2.4355 0.0363 -0.7418
N 0.1168 1.2202 -0.2967
C 1.8544 0.0793 -0.0780
N -0.2432 0.1608 -0.3464
C -1.4905 -0.3569 0.2364
H -1.3937 0.5572 1.4595
N 1.4104 1.3005 -0.0295
O 2.9500 -0.4364 0.0976
H -1.5583 -1.7565 0.1480
```


An isolated molecule of C2H3N3O2S, computed with ωB97M-V/def2-TZVPD.

Properties
* structure (SMILES): ONC1=NOC=NS1
* HOMO: -8.88 eV
* energy above the lowest of the compared OMol25 structures with the same formula, charge and spin: 97.6 kcal per mole
* E_tot: -21518.282 eV

```
11
C2H3N3O2S | the OMol25 dataset | ωB97M-V/def2-TZVPD
H 2.0031 1.4387 -0.1389
N -1.5751 -1.3264 0.2524
H 3.0899 -0.8188 -0.1057
O 2.4564 -0.3026 0.5150
C -2.2539 -0.2954 0.1336
H -3.3995 -0.3894 0.2542
N 1.7625 0.5155 -0.3758
N -0.4433 1.2832 0.0190
S -0.0103 -1.4307 -0.2894
O -1.9482 1.0254 -0.0767
C 0.3184 0.3006 -0.1878
```


An isolated molecule of C2H3N3O3, computed with ωB97M-V/def2-TZVPD.

Properties
* structure (SMILES): [H]/N=c1/nc(O)n(O)o1
* HOMO: -9.90 eV
* energy above the lowest of the compared OMol25 structures with the same formula, charge and spin: 73.3 kcal per mole
* E_tot: -12730.778 eV

```
11
C2H3N3O3 | the OMol25 dataset | ωB97M-V/def2-TZVPD
O 0.0891 -1.2993 0.3558
N 0.9839 -0.4272 -0.2831
O 2.0928 -0.0166 0.6966
C -1.2171 -0.4730 0.5955
H 2.6543 -0.5460 0.1712
N -0.9796 0.8125 -0.1040
C 0.1301 0.7490 -0.7076
N -2.2877 -0.8582 1.1009
H -2.3261 -1.8212 1.4757
H -0.0163 2.4218 -1.5329
O 0.5924 1.5159 -1.6071
```


A structure of composition C2H3N3O3, computed with ωB97M-V/def2-TZVPD.

Properties
* HOMO: -8.97 eV
* energy above the lowest of the compared OMol25 structures with the same formula, charge and spin: 70.0 kcal per mole
* E_tot: -12730.923 eV

```
11
C2H3N3O3 | the OMol25 dataset | ωB97M-V/def2-TZVPD
H 2.5874 -1.6383 0.8095
H -1.0978 2.6154 0.8936
N -1.0365 0.0139 -0.8743
N 0.2459 0.6867 1.0045
C -0.6958 0.8910 0.1430
O 2.2440 -0.4878 0.6198
C 0.0571 -0.9811 -0.6871
H -1.6323 -0.2718 -1.5939
N 0.7932 -0.6182 0.6607
O 0.1356 -2.0170 -1.2728
O -1.6007 1.8071 0.2971
```


A cluster of 2 separate species, C2H3N3O3S in total, computed with ωB97M-V/def2-TZVPD.

Properties
* structure (SMILES): N#CNC(=O)S.O=NO
* HOMO: -10.27 eV
* energy above the lowest of the compared OMol25 structures with the same formula, charge and spin: 49.8 kcal per mole
* E_tot: -23566.620 eV

```
12
C2H3N3O3S | the OMol25 dataset | ωB97M-V/def2-TZVPD
H -0.0574 -0.5764 3.2572
H 1.0257 -0.8759 -1.0579
C -1.2131 -0.1042 -1.4735
N -1.2977 -0.4136 -2.6011
C -0.3440 -0.4770 0.7226
N -1.2318 0.1481 -0.1378
N 1.3852 0.8289 -0.3394
O 0.3496 -1.4081 0.5438
H -1.6888 1.0034 0.1230
O 2.1434 1.7228 -0.1694
O 1.6811 -0.1541 -1.2200
S -0.7523 0.3060 2.3526
```


| no. | Kohn-Sham gap (eV) |
| --- | --- |
| 1 | 11.2 |
| 2 | 9.0 |
| 3 | 9.4 |
| 4 | 10.1 |
| 5 | 9.4 |
| 6 | 10.3 |